--- P ---
The following is a DFT calculation (wB97M-V/def2-TZVPD) of an isolated ion of composition C6H9F2N2 and charge +1.

Cartesian coordinates (Å):
C -0.62346 -0.67768 -0.22138
C -1.74519 0.12073 -0.20730
C 0.70152 -0.34541 0.08689
C 3.13466 -0.30201 0.27255
C -3.05908 -0.38331 -0.48250
C -1.71994 1.55373 0.09933
N 1.67354 -1.15158 -0.15404
N 4.22714 -0.90844 0.54461
F 0.90037 0.78121 0.88162
F 3.03469 0.92211 -0.12194
H -0.81551 -1.65810 -0.72975
H -3.35192 0.22445 -1.33294
H -3.77763 -0.27921 0.22387
H -3.00949 -1.33795 -0.86965
H -2.68537 1.73833 0.43345
H -1.39323 2.19928 -0.68516
H -1.01438 1.74556 0.83702
H 4.39577 -1.91736 0.54774
H 5.12752 -0.32436 0.87755

Values from the calculation:
- HOMO (spin up / spin down) (hartree) = -0.36424 / -0.57108
- Kohn-Sham gap (spin up / spin down) (eV) = 5.356 / 8.574
- charge = +1
- 2S+1 = 3
- ⟨S²⟩ = 2.008

Löwdin charges in e:
1 C 0.11
2 C -0.26
3 C -0.39
4 C -0.23
5 C -0.02
6 C 0.00
7 N 0.23
8 N 0.24
9 F 0.03
10 F 0.19
11 H 0.17
12 H 0.13
13 H 0.08
14 H 0.07
15 H 0.08
16 H 0.11
17 H 0.07
18 H 0.16
19 H 0.24

--- Q ---
The following is a DFT calculation (wB97M-V/def2-TZVPD) of an isolated ion of composition C6H9F2N2 and charge +1.

Cartesian coordinates (Å):
C -0.05935 0.03686 -0.45926
C -0.60115 -0.54215 0.70293
C 0.96999 1.03748 -0.44597
C 2.59057 2.36876 -1.98865
C -1.36717 -1.82833 0.50479
C -0.33592 -0.15867 2.04875
N 1.55028 1.21779 -1.58958
N 3.50343 1.87270 -2.84663
F 1.28226 1.66681 0.68634
F 2.35373 3.54189 -1.76954
H -0.46873 -0.20492 -1.40992
H -2.42584 -1.63186 0.65879
H -1.17258 -2.52370 1.29896
H -1.11154 -2.33043 -0.54349
H -1.24793 -0.39626 2.64773
H -0.00061 0.90395 2.22941
H 0.39230 -0.77646 2.48150
H 3.28438 1.00037 -3.23650
H 3.95004 2.47004 -3.57495

Values from the calculation:
- HOMO (spin up / spin down) (hartree) = -0.36826 / -0.56624
- Kohn-Sham gap (spin up / spin down) (eV) = 5.486 / 8.518
- charge = +1
- 2S+1 = 3
- ⟨S²⟩ = 2.008

Löwdin charges in e:
1 C 0.13
2 C -0.28
3 C -0.37
4 C -0.28
5 C -0.03
6 C -0.05
7 N 0.20
8 N 0.23
9 F 0.11
10 F 0.31
11 H 0.13
12 H 0.10
13 H 0.08
14 H 0.14
15 H 0.12
16 H 0.11
17 H 0.09
18 H 0.11
19 H 0.17

Short version: P is the least stable of them.

--- P ---
The following is a DFT calculation (wB97M-V/def2-TZVPD) of one molecule with the formula CH6NPS.

Cartesian coordinates (Å):
C 1.08894 -0.87345 0.00815
S -0.27955 0.40241 -0.30177
N 0.37463 1.62276 0.23526
P -2.39862 -0.13696 -0.01382
H 1.61371 -0.88203 1.00565
H 0.53709 -1.89012 0.08555
H 1.64509 -0.75928 -0.93117
H -0.10764 0.33702 -1.78796
H -0.14993 2.47196 0.27817
H -2.32374 -0.29232 1.42195

Values from the calculation:
- SMILES = C[S@H](=N)=P
- HOMO (hartree) = -0.28226
- Kohn-Sham gap (eV) = 7.938

Löwdin charges in e:
1 C -0.24
2 S 0.34
3 N -0.40
4 P 0.33
5 H 0.07
6 H 0.07
7 H 0.03
8 H 0.05
9 H 0.00
10 H -0.25

--- Q ---
The following is a DFT calculation (wB97M-V/def2-TZVPD) of a 2-piece molecular cluster, CH6NPS overall.

Cartesian coordinates (Å):
C 0.23990 1.65626 -0.23914
N -1.75678 -1.58839 -0.01927
P 0.57500 0.47196 1.07665
S 2.06287 -0.52392 -0.02808
H -0.28666 2.42580 0.31516
H -0.63181 1.25460 -0.86855
H 1.04802 2.11027 -0.86367
H -2.02896 -2.00086 -0.89960
H -1.74842 -2.41817 0.56419
H 2.52686 -1.38755 0.96231

Values from the calculation:
- HOMO (spin up / spin down) (hartree) = -0.35531 / -0.25920
- Kohn-Sham gap (spin up / spin down) (eV) = 9.497 / 6.195

Löwdin charges in e:
1 C -0.55
2 N 0.08
3 P 0.42
4 S 0.23
5 H -0.01
6 H 0.04
7 H 0.04
8 H -0.03
9 H -0.03
10 H -0.18

Short version: P is the least stable of them.

--- P ---
The following is a DFT calculation (wB97M-V/def2-TZVPD) of a 2-piece molecular cluster, C5H13NSi overall.

Cartesian coordinates (Å):
C 2.59477 -1.56233 -0.08391
C 1.30160 -1.25144 -0.17099
C 0.03936 2.64982 1.13687
C 0.48987 1.75791 -1.15926
C -2.78734 -2.42008 0.08434
N 0.14055 1.50057 0.20885
Si 0.15805 -0.12564 0.91032
H 3.15658 -2.11449 -0.77648
H 3.13148 -1.40794 0.81251
H 0.81892 -1.47523 -1.09512
H -0.68256 3.33888 0.71178
H -0.33584 2.25597 2.16078
H 0.95425 3.23455 1.27283
H 1.55131 1.96407 -1.30254
H 0.07368 0.80662 -1.72802
H 0.04771 2.73635 -1.48628
H -1.70428 -2.68098 0.32478
H -2.67595 -1.34071 -0.24258
H -3.22412 -2.65651 1.07219
H -3.04806 -3.20941 -0.65007

Values from the calculation:
- HOMO (hartree) = -0.28752
- Kohn-Sham gap (eV) = 8.002

Löwdin charges in e:
1 C -0.08
2 C -0.37
3 C -0.18
4 C -0.18
5 C -0.09
6 N -0.46
7 Si 0.77
8 H 0.03
9 H 0.02
10 H 0.01
11 H 0.06
12 H 0.07
13 H 0.07
14 H 0.07
15 H 0.11
16 H 0.08
17 H 0.00
18 H 0.02
19 H 0.02
20 H 0.02

--- Q ---
The following is a DFT calculation (wB97M-V/def2-TZVPD) of C5H13NSi as an isolated structure.

Cartesian coordinates (Å):
C -2.07533 0.38665 -0.21006
C -1.81441 -0.55739 0.87894
C -1.18346 0.32832 -1.38952
C 1.96942 -1.38632 -0.49440
C 1.84172 1.47409 0.33155
N -0.34422 -0.41519 1.24061
Si 0.74996 -0.06069 -0.05694
H -3.15579 0.58545 -0.46534
H -1.95440 1.38367 0.34084
H -2.49430 -0.35783 1.69322
H -1.77508 -1.57901 0.43722
H -1.24732 -0.53412 -2.12992
H -1.11745 1.12359 -2.15784
H 1.25622 -2.22924 -0.34872
H 2.30930 -1.28175 -1.53930
H 2.82716 -1.65622 0.15157
H 1.07371 2.08737 0.84686
H 2.64370 0.99146 0.96351
H 2.52120 2.05974 -0.28613
H -0.03062 -0.36258 2.19384

Values from the calculation:
- HOMO (hartree) = -0.31519
- Kohn-Sham gap (eV) = 9.532

Löwdin charges in e:
1 C -0.39
2 C -0.27
3 C -0.17
4 C -0.22
5 C -0.21
6 N -0.14
7 Si 0.60
8 H 0.12
9 H 0.12
10 H 0.11
11 H 0.11
12 H 0.06
13 H 0.04
14 H 0.02
15 H 0.03
16 H 0.04
17 H 0.01
18 H 0.03
19 H 0.01
20 H 0.07

Short version: P is the least stable of them.

--- P ---
The following is a DFT calculation (wB97M-V/def2-TZVPD) of a 2-piece molecular cluster, C3H8O4 overall.

Cartesian coordinates (Å):
O 1.87431 0.16223 -0.82062
C 1.06097 1.03520 -0.70302
O 0.54524 1.72327 -1.73526
C 0.39718 1.36645 0.62148
C -0.55705 0.24342 1.02632
O 0.09793 -0.92357 1.47946
H 1.05562 1.47431 -2.52735
H 1.22820 1.55240 1.30379
H -0.18590 2.27192 0.50109
H -1.20806 0.61996 1.82480
H -1.16751 0.00255 0.16509
H 0.87661 -0.65348 1.98457
O -2.59263 -2.80733 -0.18379
H -2.40734 -2.11593 0.45826
H -3.14839 -3.45913 0.24848

Values from the calculation:
- SMILES = O=C(O)CCO.O
- HOMO (hartree) = -0.37710
- Kohn-Sham gap (eV) = 10.943

Löwdin charges in e:
1 O 0.12
2 C -0.54
3 O 0.11
4 C -0.08
5 C -0.25
6 O -0.05
7 H 0.13
8 H 0.13
9 H 0.12
10 H 0.12
11 H 0.12
12 H 0.09
13 O -0.05
14 H 0.01
15 H 0.03

--- Q ---
The following is a DFT calculation (wB97M-V/def2-TZVPD) of a 2-piece molecular cluster, C3H8O4 overall.

Cartesian coordinates (Å):
O 2.64231 0.08184 -2.82618
C 2.66532 0.82733 -1.84823
O 2.12475 0.57703 -0.67229
C 1.12869 -0.40955 -0.41454
C -0.23184 0.27243 -0.03112
O -1.24148 -0.68984 0.34378
H 3.40877 1.64173 -1.74007
H 1.52352 -1.08972 0.36452
H 0.90211 -1.01929 -1.31027
H -0.55575 0.91594 -0.87162
H 0.07089 0.93479 0.80260
H -1.22224 -1.44297 -0.28297
O -3.80572 0.15239 3.00846
H -3.23838 -0.02435 2.22414
H -4.17095 -0.72777 3.25379

Values from the calculation:
- SMILES = O=COCCO.O
- HOMO (hartree) = -0.40179
- Kohn-Sham gap (eV) = 11.468

Löwdin charges in e:
1 O 0.05
2 C -0.33
3 O -0.03
4 C -0.15
5 C -0.21
6 O -0.08
7 H 0.15
8 H 0.14
9 H 0.12
10 H 0.13
11 H 0.13
12 H 0.10
13 O -0.09
14 H 0.03
15 H 0.05

Short version: Q is the least stable of them.

--- P ---
The following is a DFT calculation (wB97M-V/def2-TZVPD) of C8H24B2O28 as an isolated structure.

Cartesian coordinates (Å):
O -1.61241 3.88234 3.37433
C -2.31266 3.18957 2.74405
O -1.96057 2.02199 2.32554
B -3.09484 1.45372 1.58333
O -4.22118 2.35162 1.84913
C -3.71006 3.32875 2.49046
O -4.47417 4.13151 3.11165
O -3.51118 0.15652 1.95426
C -3.71525 -0.51189 0.98027
O -4.34090 -1.59097 1.05074
C -3.29635 0.24307 -0.18247
O -2.79063 1.30296 0.13301
O -3.00740 -0.31487 -1.24298
O 0.40804 2.04805 -2.17809
C 0.65822 1.07556 -1.35314
O -0.00953 0.92649 -0.28250
B 0.53184 -0.16034 0.49827
O 1.54604 -0.62171 -0.51421
C 1.65612 0.13371 -1.52074
O 2.35126 -0.05649 -2.50747
O -0.48885 -1.12267 0.77222
C -0.40776 -1.43195 1.96495
O -1.01520 -2.30739 2.59505
C 0.55150 -0.54163 2.65630
O 1.11426 0.16967 1.86536
O 0.87631 -0.62567 3.89889
O 2.38089 -2.88273 -2.79041
H 2.09573 -3.04962 -1.88188
H 2.43570 -1.99588 -2.73276
O 3.17364 0.11823 5.23745
H 2.37300 0.12184 4.81649
H 3.64115 -0.76952 5.11996
O -1.47151 4.50345 -1.63897
H -1.82509 4.81061 -0.83276
H -1.04091 3.70724 -1.50636
O 1.09190 2.05034 -4.70512
H 0.81846 2.02973 -3.76499
H 0.20661 2.50737 -5.14286
O 1.24760 -3.81016 -0.48837
H 0.15919 -3.47732 -0.41376
H 1.31259 -3.46520 0.47956
O -1.47928 -2.42614 -1.83412
H -0.86621 -2.41501 -2.63547
H -1.86211 -1.57128 -1.64966
O 3.96506 0.13273 2.32343
H 3.09297 0.52131 2.01115
H 3.87260 0.18027 3.22775
O -0.02504 -2.31970 -4.13762
H 0.91700 -2.27077 -3.87186
H -0.21990 -1.56242 -4.69925
O 1.46353 4.66232 -3.67320
H 1.57481 4.87836 -2.71856
H 0.96250 3.86092 -3.55152
O -0.91366 -2.59957 5.35450
H -0.60398 -1.77479 5.19748
H -1.12533 -2.80458 4.50504
O -1.74729 -4.11424 0.43125
H -2.00079 -3.59103 -0.32223
H -1.83398 -3.51091 1.19256
O 4.78824 -0.49688 -3.88928
H 5.28047 0.23222 -3.91718
H 4.43678 -0.53917 -3.16464

Values from the calculation:
- HOMO (hartree) = -0.21640
- Kohn-Sham gap (eV) = 9.032
- charge = -2

Löwdin charges in e:
1 O 0.20
2 C -0.49
3 O 0.28
4 B -0.87
5 O 0.29
6 C -0.39
7 O 0.09
8 O 0.34
9 C -0.47
10 O 0.12
11 C -0.45
12 O 0.31
13 O 0.11
14 O 0.07
15 C -0.30
16 O 0.32
17 B -0.76
18 O 0.29
19 C -0.42
20 O 0.16
21 O 0.33
22 C -0.39
23 O 0.14
24 C -0.39
25 O 0.29
26 O 0.08
27 O -0.01
28 H 0.00
29 H -0.08
30 O -0.05
31 H -0.07
32 H 0.09
33 O 0.00
34 H 0.01
35 H -0.04
36 O -0.15
37 H -0.05
38 H 0.13
39 O -0.16
40 H 0.13
41 H 0.08
42 O -0.08
43 H 0.03
44 H -0.02
45 O -0.04
46 H 0.06
47 H -0.06
48 O -0.05
49 H 0.03
50 H 0.06
51 O -0.08
52 H 0.05
53 H -0.04
54 O 0.01
55 H -0.05
56 H -0.05
57 O -0.06
58 H -0.01
59 H 0.01
60 O 0.12
61 H -0.02
62 H -0.14

--- Q ---
The following is a DFT calculation (wB97M-V/def2-TZVPD) of a 14-piece molecular cluster, C8H24B2O28 overall.

Cartesian coordinates (Å):
O -0.52300 -7.64653 6.47084
C -0.47187 -8.73522 7.08237
O 0.49484 -9.29972 7.83274
B 0.08762 -10.65051 8.17244
O -1.25235 -10.86703 7.61942
C -1.65005 -9.73198 7.02066
O -2.76245 -9.54153 6.52292
O -0.06755 -10.92238 9.61144
C 0.76143 -11.83469 10.01895
O 0.83330 -12.26213 11.16310
C 1.55712 -12.28702 8.78639
O 1.10198 -11.64630 7.70332
O 2.44698 -13.20319 8.81186
O -3.89280 -6.30205 1.15482
C -2.83041 -6.54155 0.72193
O -1.68321 -5.74092 0.69698
B -0.52785 -6.57260 0.41061
O -0.99014 -7.94609 0.29623
C -2.30905 -7.99057 0.53288
O -3.04508 -9.00057 0.62179
O 0.07338 -6.14344 -0.87072
C 1.30020 -5.77195 -0.79416
O 1.96744 -5.14059 -1.66900
C 1.65591 -5.95733 0.70590
O 0.55330 -6.40956 1.35246
O 2.72637 -5.67674 1.16743
O -3.80415 -13.94749 5.47543
H -3.50404 -13.39071 6.19387
H -4.58887 -13.51037 5.14473
O 3.49385 -19.07193 9.21378
H 3.86956 -18.30033 8.78987
H 4.09568 -19.26824 9.93177
O -0.96164 -2.47138 4.87685
H -0.93823 -3.42686 4.82434
H -0.47498 -2.17673 4.10706
O -7.53964 -9.28184 8.83453
H -7.13049 -9.97929 9.34676
H -7.12915 -9.34503 7.97213
O 0.91620 -11.25738 2.61373
H 0.63382 -10.39795 2.92658
H 1.82630 -11.12844 2.34669
O 4.02595 -7.78034 10.54002
H 3.56043 -8.24924 9.84746
H 4.23588 -6.92966 10.15465
O -0.17170 -2.75960 8.89653
H -0.36414 -2.75192 7.95890
H -0.65841 -3.51099 9.23526
O 1.78598 -16.27543 15.26251
H 1.44879 -15.45736 15.62761
H 2.61796 -16.03210 14.85650
O -2.06846 -7.93334 12.89727
H -2.19325 -8.87708 12.99720
H -1.45919 -7.69645 13.59649
O -4.92639 -5.29983 6.81957
H -4.79274 -6.10878 6.32564
H -4.17822 -5.25578 7.41497
O 0.68521 -12.34437 16.00649
H -0.26937 -12.35071 15.93601
H 0.99297 -12.46985 15.10884
O 5.97345 -12.02185 5.25672
H 5.56631 -11.76894 6.08526
H 6.88189 -11.73118 5.33713

Values from the calculation:
- HOMO (hartree) = -0.21080
- Kohn-Sham gap (eV) = 8.848
- charge = -2

Löwdin charges in e:
1 O 0.10
2 C -0.31
3 O 0.23
4 B -0.90
5 O 0.22
6 C -0.34
7 O 0.10
8 O 0.23
9 C -0.40
10 O 0.10
11 C -0.31
12 O 0.22
13 O 0.06
14 O 0.18
15 C -0.34
16 O 0.21
17 B -0.97
18 O 0.23
19 C -0.32
20 O 0.09
21 O 0.23
22 C -0.36
23 O 0.05
24 C -0.36
25 O 0.23
26 O 0.14
27 O -0.05
28 H 0.03
29 H 0.03
30 O -0.06
31 H 0.03
32 H 0.02
33 O -0.05
34 H 0.03
35 H 0.03
36 O -0.06
37 H 0.03
38 H 0.03
39 O -0.05
40 H 0.03
41 H 0.02
42 O -0.06
43 H 0.03
44 H 0.03
45 O -0.06
46 H 0.02
47 H 0.03
48 O -0.05
49 H 0.02
50 H 0.03
51 O -0.05
52 H 0.03
53 H 0.02
54 O -0.06
55 H 0.03
56 H 0.02
57 O -0.06
58 H 0.03
59 H 0.03
60 O -0.05
61 H 0.03
62 H 0.02

Short version: P is the least stable of them.